Molecular formula: H5O3
Method: DFT, ωB97M-V with the def2-TZVPD basis set

The calculation puts the total energy at -6224.5317 eV. As for the relative energy (zero: lowest compared OMol25 entry of this formula, charge and spin): 9.5 kJ/mol. The gap between HOMO and LUMO is 0.3384 Ha. The calculation puts the LUMO energy at 4.992 eV. As for the HOMO energy: -4.22 eV. The total charge is -1. The spin multiplicity is 1.

Last column: natural (NBO) charge in e.
CARTESIAN COORDINATES (ANGSTROEM)
O (1.41210, 1.41070, 0.12310)  -1.0332
H (0.87950, 0.68198, -0.33909)  0.5215
O (0.11404, -0.57506, -1.02019)  -1.2444
H (-1.01258, -0.60682, -0.09525)  0.5144
H (0.08318, -0.63111, -1.97964)  0.4271
O (-1.60109, -0.55803, 0.79039)  -1.0603
H (1.20653, 1.31095, 1.06896)  0.4417
H (-1.08168, -1.03260, 1.45174)  0.4331

---

Molecular formula: C5H11O2
Method: DFT, ωB97M-V with the def2-TZVPD basis set

The calculation puts the total energy at -9456.6470 eV. As for the relative energy (zero: lowest compared OMol25 entry of this formula, charge and spin): 326.3 kJ/mol. The gap between HOMO and LUMO is 0.2511 Ha. The calculation puts the LUMO energy at 3.789 eV. As for the HOMO energy: -3.04 eV. The total charge is -1. The spin multiplicity is 1.

Last column: natural (NBO) charge in e.
CARTESIAN COORDINATES (ANGSTROEM)
C (-0.86490, 0.50574, 0.37883)  0.0029
O (-2.15365, 0.19453, 0.51718)  -0.9305
C (-0.57999, 0.19881, -1.11471)  -0.4117
C (0.79184, 0.70463, -1.56542)  -0.4591
C (1.82150, 0.12783, -0.64756)  -0.1147
C (2.74432, -0.76213, -0.97499)  -0.4668
H (-0.04193, 0.05950, 1.14665)  0.0610
H (-0.53982, 1.57189, 0.57314)  0.0626
H (-0.67903, -0.84717, -1.13369)  0.1947
H (-1.38543, 0.66833, -1.71534)  0.1936
H (0.88954, 1.70078, -1.54036)  0.2023
H (1.03819, 0.19434, -2.44583)  0.1870
H (1.90732, 0.55088, 0.37082)  0.1946
H (2.76026, -1.31233, -1.94576)  0.1716
H (3.72602, -0.87332, -0.40422)  0.1839
H (-0.56871, -1.07878, 2.49803)  0.4496
H (-1.93357, -0.38995, 2.01092)  0.5091
O (-1.42753, -0.80621, 2.74892)  -1.0301

---

Molecular formula: C5H18N2O
Method: DFT, ωB97M-V with the def2-TZVPD basis set

The calculation puts the total energy at -10489.0939 eV. As for the relative energy (zero: lowest compared OMol25 entry of this formula, charge and spin): 54.1 kJ/mol. The gap between HOMO and LUMO is 0.4092 Ha. The calculation puts the LUMO energy at -6.002 eV. As for the HOMO energy: -17.14 eV. The total charge is +2. The spin multiplicity is 1.

Last column: natural (NBO) charge in e.
CARTESIAN COORDINATES (ANGSTROEM)
C (-1.24515, 0.84609, 0.57607)  -0.1993
C (-0.45743, -0.42977, 0.85839)  -0.4449
C (0.62428, -0.54893, -0.23920)  -0.3933
C (1.35186, -1.91709, -0.22438)  -0.4304
C (2.30760, -2.06128, -1.41940)  -0.2027
N (1.51052, -2.49656, -2.68945)  -0.6852
N (-2.22851, 1.11429, 1.75135)  -0.6751
H (-0.59742, 1.71147, 0.59301)  0.2467
H (-1.84785, 0.76628, -0.32327)  0.2368
H (0.06888, -0.42718, 1.81065)  0.2324
H (-1.00449, -1.37284, 0.84927)  0.2292
H (0.20838, -0.44957, -1.24171)  0.1963
H (1.45316, 0.14483, -0.04413)  0.2347
H (0.61034, -2.73275, -0.29994)  0.2053
H (1.94618, -2.26437, 0.62562)  0.2659
H (2.67186, -1.08348, -1.73029)  0.2245
H (3.11705, -2.75711, -1.23504)  0.2569
H (1.63524, -1.76936, -3.38789)  0.4486
H (0.53885, -2.60762, -2.41337)  0.4397
H (1.82608, -3.34998, -3.14914)  0.4586
H (-1.64765, 1.02787, 2.58415)  0.4405
H (-2.93407, 0.38605, 1.88055)  0.4417
H (-2.70524, 2.02090, 1.69773)  0.4709
H (-1.93017, 5.38726, 1.35798)  0.4917
H (-0.59233, 4.86285, 1.70437)  0.4802
O (-1.39032, 4.59896, 1.25218)  -0.9696

---

Copy entry 2 word for word.
Molecular formula: C5H11O2
Method: DFT, ωB97M-V with the def2-TZVPD basis set

The calculation puts the total energy at -9456.6470 eV. As for the relative energy (zero: lowest compared OMol25 entry of this formula, charge and spin): 326.3 kJ/mol. The gap between HOMO and LUMO is 0.2511 Ha. The calculation puts the LUMO energy at 3.789 eV. As for the HOMO energy: -3.04 eV. The total charge is -1. The spin multiplicity is 1.

Last column: natural (NBO) charge in e.
CARTESIAN COORDINATES (ANGSTROEM)
C (-0.86490, 0.50574, 0.37883)  0.0029
O (-2.15365, 0.19453, 0.51718)  -0.9305
C (-0.57999, 0.19881, -1.11471)  -0.4117
C (0.79184, 0.70463, -1.56542)  -0.4591
C (1.82150, 0.12783, -0.64756)  -0.1147
C (2.74432, -0.76213, -0.97499)  -0.4668
H (-0.04193, 0.05950, 1.14665)  0.0610
H (-0.53982, 1.57189, 0.57314)  0.0626
H (-0.67903, -0.84717, -1.13369)  0.1947
H (-1.38543, 0.66833, -1.71534)  0.1936
H (0.88954, 1.70078, -1.54036)  0.2023
H (1.03819, 0.19434, -2.44583)  0.1870
H (1.90732, 0.55088, 0.37082)  0.1946
H (2.76026, -1.31233, -1.94576)  0.1716
H (3.72602, -0.87332, -0.40422)  0.1839
H (-0.56871, -1.07878, 2.49803)  0.4496
H (-1.93357, -0.38995, 2.01092)  0.5091
O (-1.42753, -0.80621, 2.74892)  -1.0301

---

What is the formula in the third record?
C5H18N2O

---

Among the records above, which one has the lowest HOMO energy?
C5H18N2O